(1)
ORCA calculation (ωB97M-V with the def2-TZVPD basis set) on a structure of composition C62H46ClIrN2OP2S2.

Geometry as ORCA input:
```
! RIJCOSX wB97M-V def2-TZVPD def2/J DEFGRID3
* xyz 2 1
Ir 0.18203 0.12430 -0.62430
O -1.58290 0.97890 1.91569
S -1.16528 1.56761 0.62955
C -0.51015 3.18413 0.93724
C -1.17800 3.84208 1.95196
C -1.03326 5.21823 2.18919
C -0.26214 5.93405 1.31366
C 0.03438 7.40924 1.23821
C 0.98207 7.56527 0.02091
C 1.23560 6.15746 -0.45179
C 2.06761 5.66398 -1.41402
C 2.16718 4.26500 -1.54693
C 1.40710 3.36089 -0.82711
P 1.97202 1.63497 -0.80088
C 2.97988 1.43079 -2.30316
C 2.38680 1.64352 -3.55124
C 3.10353 1.43631 -4.71637
C 4.42374 1.00630 -4.65680
C 5.02527 0.81271 -3.42496
C 4.31158 1.03139 -2.25261
C 3.11096 1.57620 0.61140
C 3.84931 0.41530 0.85598
C 4.69766 0.34051 1.94575
C 4.81888 1.42187 2.80994
C 4.09744 2.58008 2.57135
C 3.24786 2.66187 1.47563
C 0.43585 3.86368 0.10493
C 0.45156 5.25697 0.30178
C -2.70888 1.94463 -0.17166
C -3.12169 3.23112 -0.42658
C -4.45082 3.54362 -0.77921
C -5.36950 2.53293 -0.78446
C -6.85760 2.53879 -1.02287
C -7.29930 1.06265 -0.83772
C -6.02572 0.31192 -0.54431
C -5.78452 -1.01259 -0.30186
C -4.45077 -1.42080 -0.12718
C -3.37180 -0.55432 -0.12791
P -1.74383 -1.36452 -0.32220
C -2.15959 -2.30751 -1.84331
C -1.93179 -3.66691 -2.03017
C -2.29653 -4.27710 -3.22453
C -2.89583 -3.54618 -4.23524
C -3.12649 -2.18784 -4.04943
C -2.72094 -1.56101 -2.88264
C -1.58197 -2.51279 1.06046
C -2.27345 -2.24376 2.24297
C -2.13059 -3.08239 3.33738
C -1.29930 -4.19043 3.26295
C -0.59118 -4.44979 2.09803
C -0.71861 -3.60902 1.00339
C -3.61401 0.84164 -0.27268
C -4.94422 1.21222 -0.52574
H -1.87040 3.26741 2.55602
H -1.56094 5.68541 3.00969
H 0.50343 7.74964 2.16232
H -0.88339 7.98655 1.12399
H 1.91297 8.06723 0.28370
H 0.52205 8.15479 -0.77352
H 2.68983 6.30604 -2.02321
H 2.91885 3.88221 -2.22493
H 1.36926 2.00165 -3.62387
H 2.63422 1.62015 -5.67435
H 4.98343 0.84188 -5.56785
H 6.05960 0.50115 -3.36761
H 4.81316 0.89712 -1.30607
H 3.77886 -0.42728 0.18003
H 5.27044 -0.56142 2.11792
H 5.48321 1.36278 3.66186
H 4.19811 3.42921 3.23406
H 2.70047 3.57776 1.30443
H -2.41298 4.04556 -0.34501
H -4.72114 4.57092 -0.98423
H -7.08707 2.91090 -2.02205
H -7.35930 3.20330 -0.31889
H -7.79019 0.66751 -1.72747
H -8.00736 0.95449 -0.01551
H -6.57737 -1.74858 -0.28393
H -4.25921 -2.48378 -0.02664
H -1.50992 -4.27381 -1.24480
H -2.12177 -5.33718 -3.35352
H -3.21181 -4.03326 -5.14798
H -3.59395 -1.60679 -4.83545
H -3.20309 -0.61765 -2.64204
H -2.91748 -1.37731 2.30815
H -2.67555 -2.87125 4.24773
H -1.19970 -4.85054 4.11448
H 0.06624 -5.30771 2.04140
H -0.13147 -3.80289 0.11565
S 3.04006 -3.31799 -1.19727
C 2.77912 -2.70301 -2.76571
C 1.92091 -1.64235 -2.78012
C 1.41448 -1.30855 -1.48657
C 1.97508 -2.13532 -0.54422
C 1.80481 -1.84110 0.85526
C 2.41030 -2.54595 1.88919
C 2.27118 -2.10536 3.18620
C 1.53930 -0.94900 3.42330
C 0.95123 -0.30051 2.36155
N 1.05816 -0.73502 1.09375
H 3.28444 -3.14557 -3.60985
H 1.73375 -1.09691 -3.69318
H 2.99070 -3.42873 1.65574
H 2.73528 -2.64342 4.00219
H 1.41421 -0.54966 4.41905
H 0.35773 0.58028 2.52977
Cl -1.80596 4.20873 -4.00577
C -1.34146 2.55515 -3.88950
C -1.31795 1.72652 -5.00078
C -0.94703 0.40878 -4.80666
C -0.65772 -0.04895 -3.53170
N -0.54979 0.79097 -2.49358
C -0.93008 2.06808 -2.66905
H -1.55240 2.11477 -5.98285
H -0.92160 -0.28868 -5.63249
H -0.14576 -0.98741 -3.42412
H -0.83883 2.73638 -1.83155
*
```

Values from the calculation:
- E_LUMO (Ha) = -0.1753
- HOMO energy (eV) = -12.62
- largest force on an atom (eV Å⁻¹) = 1.91
- energy relative to the best compared isomer or geometry (same formula, charge and spin) (eV) = 0.000
- HOMO-LUMO gap (eV) = 7.85



(2)
ORCA calculation (ωB97M-V with the def2-TZVPD basis set) on a structure of composition C62H48GeN3O6P2S2Sr.

Geometry as ORCA input:
```
! RIJCOSX wB97M-V def2-TZVPD def2/J DEFGRID3
* xyz -2 2
Sr -1.08056 1.32405 1.60184
S -1.48235 3.21741 -0.54466
P -0.67324 1.88691 -1.85651
C -0.41723 0.30035 -1.41386
P -1.70279 -0.74508 -1.16423
S -2.32806 -1.12759 0.73336
C -1.28670 -2.39232 -1.86193
C -2.22030 -3.42686 -1.84965
C -1.89599 -4.67191 -2.36357
C -0.62846 -4.89976 -2.88940
C 0.30406 -3.87376 -2.90715
C -0.02711 -2.62141 -2.39867
C -3.22874 -0.33350 -2.09982
C -3.31143 -0.57669 -3.46921
C -4.41625 -0.15688 -4.19450
C -5.45198 0.51399 -3.55699
C -5.37767 0.76150 -2.19374
C -4.27164 0.33850 -1.46953
C 0.96704 2.58085 -2.34637
C 1.85104 1.78745 -3.07613
C 3.10142 2.26062 -3.44153
C 3.49505 3.53872 -3.06562
C 2.62668 4.33551 -2.33391
C 1.36734 3.86141 -1.98262
C -1.59532 2.14265 -3.44706
C -2.69301 2.98694 -3.55069
C -3.36205 3.13293 -4.76116
C -2.93375 2.44547 -5.88518
C -1.84308 1.58924 -5.78970
C -1.19113 1.43204 -4.57789
H -3.19939 -3.24894 -1.41805
H -2.62727 -5.47143 -2.34590
H -0.37112 -5.87669 -3.28129
H 1.29220 -4.04547 -3.31935
H 0.67925 -1.79730 -2.40133
H -2.49773 -1.08570 -3.97385
H -4.46270 -0.34229 -5.26125
H -6.31352 0.84657 -4.12406
H -6.18070 1.28169 -1.68563
H -4.21995 0.51506 -0.40212
H 1.56816 0.76495 -3.29793
H 3.78689 1.61894 -3.98246
H 4.48026 3.90362 -3.33138
H 2.93001 5.33146 -2.03082
H 0.68437 4.47197 -1.40381
H -3.02453 3.52223 -2.67017
H -4.22678 3.78352 -4.81866
H -3.45496 2.56227 -6.82829
H -1.51075 1.03067 -6.65721
H -0.37237 0.72788 -4.49917
O 7.39435 0.32503 -0.89157
C 6.16247 0.36582 -1.47272
O 6.04822 0.06586 -2.62749
C 5.05988 0.89722 -0.62313
C 5.29180 1.76895 0.43889
C 4.23310 2.26970 1.17563
C 2.92473 1.90378 0.85384
C 2.69563 0.97575 -0.15652
C 3.75834 0.50110 -0.90383
N 1.80646 2.43329 1.54424
C 1.85011 3.65187 1.89054
C 0.79561 4.29885 2.69542
C 1.00144 5.58138 3.18125
C 0.01662 6.15887 3.97066
C -1.12860 5.43464 4.23785
C -1.25330 4.15767 3.69703
N -0.31430 3.60308 2.94281
H 7.29439 0.47129 0.05640
H 6.29493 2.10501 0.68044
H 4.42249 2.94225 2.00282
H 1.68049 0.64630 -0.38184
H 3.58523 -0.20168 -1.70855
H 2.69459 4.29407 1.61864
H 1.91582 6.11033 2.94374
H 0.14540 7.15808 4.36688
H -1.92719 5.83631 4.84560
H -2.14288 3.56689 3.87302
O -7.70078 2.41977 5.06479
C -7.53319 2.71045 3.86582
O -8.33459 3.19512 3.03934
C -6.11098 2.43750 3.30980
C -5.77536 2.81534 2.01559
C -4.48722 2.60578 1.55721
N -3.53191 2.03776 2.29912
C -3.85291 1.64986 3.54501
C -5.11942 1.84020 4.07917
C -2.72134 1.04522 4.39181
O -2.91769 0.87678 5.59006
O -1.63766 0.81588 3.74912
H -6.53253 3.27861 1.39734
H -4.18447 2.91100 0.56001
H -5.32904 1.54139 5.09573
C 1.19170 -1.04387 2.73676
Ge 1.14098 -2.22764 1.17000
C 3.01684 -2.44490 0.59291
C 3.32574 -3.15599 -0.56709
C 4.64108 -3.31214 -0.98383
C 5.67895 -2.77221 -0.23530
C 5.38859 -2.07177 0.92722
C 4.07019 -1.89598 1.32507
C 0.47767 -4.03762 1.63725
C -0.74961 -4.39829 1.14346
C -1.28315 -5.69249 1.33977
C -0.57728 -6.62966 2.02954
C 0.68735 -6.30669 2.58199
C 1.42063 -7.26145 3.32928
C 2.62351 -6.94538 3.89130
C 3.14546 -5.64443 3.73444
C 2.46119 -4.70760 3.01275
C 1.21673 -5.00240 2.39824
H 1.76886 -1.52590 3.53164
H 0.18798 -0.87488 3.12567
H 1.66201 -0.08546 2.50901
H 2.52357 -3.58937 -1.15485
H 4.85867 -3.85447 -1.89629
H 6.70498 -2.88481 -0.56305
H 6.19262 -1.65208 1.52293
H 3.86166 -1.32270 2.22314
H -1.33760 -3.67178 0.59817
H -2.25766 -5.92771 0.92922
H -0.97164 -7.62881 2.18047
H 0.99832 -8.25298 3.45258
H 3.17223 -7.68425 4.46270
H 4.09320 -5.38455 4.19002
H 2.87635 -3.71590 2.90377
*
```

Values from the calculation:
- E_LUMO (alpha / beta) (Ha) = 0.1025 / 0.1025
- HOMO energy (alpha / beta) (eV) = -2.78 / -2.76
- largest force on an atom (eV Å⁻¹) = 0.86
- expectation value of S² = 0.753
- HOMO-LUMO gap (alpha / beta) (eV) = 5.57 / 5.55



(3)
ORCA calculation (ωB97M-V with the def2-TZVPD basis set) on a structure of composition C62H49BaN12O6.

Geometry as ORCA input:
```
! RIJCOSX wB97M-V def2-TZVPD def2/J DEFGRID3
* xyz -1 1
Ba 0.06013 0.49512 -0.25083
C 8.04354 2.97770 5.34861
O 7.62423 1.63605 5.24933
C 6.47162 1.39189 4.55168
C 5.70343 2.37021 3.93702
C 4.54883 2.00203 3.25315
C 4.13602 0.67692 3.16393
C 4.92481 -0.28596 3.79878
C 6.07452 0.05971 4.48124
C 2.88413 0.31914 2.43989
C 2.99736 -0.61587 1.37591
C 4.24399 -1.20742 0.90243
C 3.91300 -2.08735 -0.07016
C 2.46212 -2.05443 -0.19269
N 1.97162 -1.13064 0.67648
C 1.69717 -2.90014 -1.00703
C 0.28064 -2.98332 -1.09858
C -0.45782 -4.11733 -1.60065
C -1.78252 -3.84178 -1.41430
C -1.85312 -2.53767 -0.79690
C -3.03376 -1.88646 -0.34707
C -4.30913 -2.47115 -0.85069
C -5.20736 -3.11513 -0.01568
C -6.39210 -3.66357 -0.50017
C -6.68632 -3.56648 -1.85110
O -7.82102 -4.06660 -2.43118
C -8.74700 -4.70819 -1.58495
C -5.79547 -2.92388 -2.70926
C -4.62505 -2.38906 -2.21129
C -3.12559 -0.81510 0.54859
N -2.07960 -0.20039 1.16338
C -2.57109 0.67059 2.06246
C -1.81518 1.41314 3.00327
C -2.57552 2.24969 3.97676
C -3.42662 1.68867 4.92976
C -4.09653 2.47562 5.84718
C -3.92958 3.85693 5.83359
O -4.63084 4.55354 6.78216
C -4.46636 5.95298 6.80244
C -3.08936 4.43949 4.89498
C -2.42172 3.63077 3.98096
C -0.42074 1.39613 3.18747
C 0.26056 1.83010 4.40459
C 1.56766 1.52440 4.25084
C 1.70484 0.90580 2.93350
N 0.49373 0.88437 2.33537
C -4.02889 0.66587 1.98965
C -4.36944 -0.24833 1.05458
N -0.59737 -2.05511 -0.65420
C 2.43930 -3.89221 -1.84067
C 3.25213 -4.87279 -1.29770
C 3.93750 -5.78369 -2.09924
C 3.80746 -5.71439 -3.47650
O 4.43847 -6.55524 -4.35392
C 5.27934 -7.54323 -3.80504
C 2.98803 -4.74052 -4.04603
C 2.31393 -3.85134 -3.23630
H 8.96248 2.96651 5.93010
H 7.29931 3.59366 5.86245
H 8.24550 3.40943 4.36377
H 5.98153 3.41382 3.97719
H 3.94640 2.76933 2.78142
H 4.61644 -1.32324 3.76193
H 6.67677 -0.68940 4.97855
H 5.23724 -0.97264 1.25011
H 4.59021 -2.69444 -0.64875
H -0.03443 -5.02697 -1.99782
H -2.61735 -4.49036 -1.63082
H -4.98050 -3.19405 1.04040
H -7.06342 -4.15903 0.18656
H -9.57021 -5.02585 -2.22052
H -9.12689 -4.02783 -0.81670
H -8.30756 -5.58461 -1.09909
H -6.04587 -2.84868 -3.75932
H -3.93913 -1.87586 -2.87443
H -3.55338 0.61335 4.95296
H -4.74935 2.03785 6.59110
H -5.08854 6.32043 7.61528
H -4.79314 6.40993 5.86365
H -3.42502 6.23139 6.99083
H -2.94246 5.50941 4.85646
H -1.76477 4.08371 3.24891
H -0.21958 2.24832 5.27540
H 2.36000 1.64459 4.97284
H -4.69552 1.28135 2.57202
H -5.36513 -0.51351 0.73664
H 3.35486 -4.93646 -0.22140
H 4.55795 -6.53441 -1.63090
H 5.68546 -8.09881 -4.64710
H 4.72519 -8.22768 -3.15543
H 6.10193 -7.09950 -3.23574
H 2.89811 -4.69493 -5.12365
H 1.67956 -3.09877 -3.68275
N -0.80971 -1.37173 -3.70399
C 0.34603 -0.83826 -4.12760
N 0.70154 -1.07454 -5.39652
C 1.83727 -0.49320 -5.76352
N 2.29473 -0.75953 -7.01494
N 2.60987 0.27598 -4.99002
C 2.15712 0.43621 -3.74775
N 1.05061 -0.09408 -3.25341
C 2.97649 1.32288 -2.86986
C 3.81681 2.26706 -3.44939
C 4.54949 3.09922 -2.62100
C 4.43271 2.94577 -1.25028
C 3.57705 1.96572 -0.76975
N 2.85961 1.17449 -1.55508
H -1.22421 -2.07726 -4.28760
H -0.96276 -1.44156 -2.70503
H 1.64083 -1.15402 -7.66662
H 3.03594 -0.17686 -7.35963
H 3.87560 2.33367 -4.52503
H 5.19879 3.85658 -3.04156
H 4.98312 3.56726 -0.55686
H 3.46255 1.80762 0.29711
O 0.45784 2.90457 -1.52641
N -0.44018 3.65990 -1.98628
N -1.63205 3.18833 -1.84347
O -1.88261 2.06021 -1.24931
C -2.71945 4.00675 -2.24891
C -3.99850 3.63604 -1.85432
C -5.07829 4.42155 -2.22873
C -4.89308 5.56391 -2.99244
C -3.60952 5.91863 -3.38810
C -2.51890 5.14656 -3.02543
H -4.10918 2.73920 -1.26189
H -6.07348 4.13124 -1.91568
H -5.74090 6.17177 -3.28193
H -3.45294 6.80516 -3.99028
H -1.51987 5.41661 -3.33054
*
```

Values from the calculation:
- E_LUMO (Ha) = 0.0622
- HOMO energy (eV) = -3.75
- largest force on an atom (eV Å⁻¹) = 1.14
- energy relative to the best compared isomer or geometry (same formula, charge and spin) (eV) = 0.000
- HOMO-LUMO gap (eV) = 5.44



(4)
ORCA calculation (ωB97M-V with the def2-TZVPD basis set) on a structure of composition C62H49NO2P2PdS.

Geometry as ORCA input:
```
! RIJCOSX wB97M-V def2-TZVPD def2/J DEFGRID3
* xyz 0 1
Pd -0.11428 0.37811 -0.93748
O 0.89445 -1.81110 1.19886
S 0.30055 -0.46233 1.41796
C 1.41728 0.29052 2.58806
C 1.17572 0.28398 3.93769
C 2.14853 0.65051 4.89075
C 3.40395 0.92456 4.44399
C 4.66725 1.25119 5.19874
C 5.77978 1.26424 4.12225
C 5.05783 1.01941 2.82258
C 5.52755 0.87540 1.55245
C 4.58588 0.67776 0.52692
C 3.21787 0.60114 0.71264
P 2.25040 0.69254 -0.86991
C 2.74620 2.35077 -1.48752
C 1.78351 3.35495 -1.43800
C 2.08768 4.64897 -1.83674
C 3.35131 4.94841 -2.31712
C 4.31061 3.94761 -2.40454
C 4.01193 2.66072 -1.99015
C 3.10039 -0.52038 -1.92237
C 3.30896 -1.79544 -1.39520
C 3.81263 -2.80305 -2.19791
C 4.08711 -2.56118 -3.53730
C 3.85388 -1.30519 -4.07242
C 3.36144 -0.28591 -3.26869
C 2.71860 0.60579 2.06156
C 3.67733 0.86285 3.05976
C -1.26415 -0.69990 2.24884
C -1.79989 0.19172 3.14605
C -2.95786 -0.11355 3.90051
C -3.51666 -1.35079 3.76126
C -4.67696 -2.01978 4.45830
C -4.83376 -3.39526 3.75157
C -3.77396 -3.40345 2.67642
C -3.48136 -4.29149 1.68105
C -2.53268 -3.91015 0.70559
C -1.80825 -2.74049 0.75908
P -1.11471 -2.04233 -0.80471
C -2.67320 -2.18071 -1.75213
C -2.95020 -3.13551 -2.72448
C -4.20601 -3.19101 -3.31235
C -5.20042 -2.30555 -2.92250
C -4.93585 -1.36223 -1.94059
C -3.67833 -1.29917 -1.36213
C -0.05161 -3.38251 -1.44987
C 0.24675 -3.47623 -2.80891
C 1.05634 -4.49762 -3.28323
C 1.58356 -5.43501 -2.40990
C 1.31306 -5.33484 -1.05248
C 0.50726 -4.31379 -0.57314
C -1.96921 -1.89770 1.90123
C -3.02387 -2.21527 2.76462
H 0.21640 -0.04247 4.30254
H 1.89394 0.65062 5.94230
H 4.86139 0.51261 5.97756
H 4.57770 2.21920 5.69494
H 6.52290 0.48578 4.30169
H 6.31495 2.21478 4.10036
H 6.58196 0.92693 1.31413
H 4.96969 0.59164 -0.47813
H 0.77390 3.11895 -1.11558
H 1.32410 5.41397 -1.78328
H 3.58740 5.95419 -2.63923
H 5.29284 4.16927 -2.80141
H 4.76698 1.89487 -2.08604
H 3.05679 -1.99892 -0.36053
H 3.96948 -3.78819 -1.78031
H 4.46998 -3.35631 -4.16413
H 4.05395 -1.11157 -5.11823
H 3.18480 0.69031 -3.70195
H -1.31615 1.14508 3.30976
H -3.34352 0.62253 4.59363
H -5.58400 -1.41982 4.37233
H -4.47286 -2.13421 5.52430
H -5.82794 -3.50827 3.31633
H -4.69693 -4.22380 4.44859
H -4.01741 -5.22528 1.56777
H -2.43062 -4.54182 -0.16965
H -2.18783 -3.84065 -3.02911
H -4.40695 -3.93033 -4.07741
H -6.17861 -2.35112 -3.38386
H -5.70317 -0.66347 -1.63270
H -3.47201 -0.55407 -0.59932
H -0.15239 -2.74857 -3.50039
H 1.27061 -4.55875 -4.34289
H 2.20680 -6.23841 -2.78326
H 1.72938 -6.05499 -0.35904
H 0.30795 -4.23877 0.48615
C -1.27811 3.73858 3.42840
C -2.50394 3.61338 2.77364
C -2.58678 3.07319 1.50863
C -1.43836 2.62332 0.81617
C -0.21991 2.74552 1.50226
C -0.13957 3.29643 2.77252
N -1.51648 2.04505 -0.43538
C -2.35898 2.64106 -1.36056
C -2.60432 4.02991 -1.39010
C -3.39322 4.60037 -2.37158
C -3.96497 3.82272 -3.37409
C -3.71553 2.45789 -3.37284
C -2.92920 1.87998 -2.39186
H -1.21982 4.16961 4.41882
H -3.41275 3.93978 3.26604
H -3.55138 2.98699 1.02386
H 0.69184 2.42203 1.01282
H 0.83097 3.37089 3.25020
H -2.16615 4.65994 -0.62586
H -3.55567 5.67164 -2.35960
H -4.57814 4.27330 -4.14284
H -4.13647 1.82708 -4.14718
H -2.72946 0.81802 -2.43233
C 0.04409 1.82233 -3.53668
C -0.25517 0.50741 -2.86027
O -0.59758 -0.47604 -3.45125
H -0.25388 1.75395 -4.58302
H 1.10993 2.03761 -3.46239
H -0.49689 2.62491 -3.03840
*
```

Values from the calculation:
- E_LUMO (Ha) = -0.0046
- HOMO energy (eV) = -6.07
- largest force on an atom (eV Å⁻¹) = 1.07
- energy relative to the best compared isomer or geometry (same formula, charge and spin) (eV) = 0.000
- HOMO-LUMO gap (eV) = 5.94



| no. | E (eV) |
| --- | --- |
| 1 | -125669.8194 |
| 2 | -179436.1716 |
| 3 | -95952.3566 |
| 4 | -103567.8498 |